Computed, not measured: 10 unconnected molecules or ions with the total composition C6H31NO10 in a non-equilibrium geometry, with ωB97M-V/def2-TZVPD.

Last columns: bonded neighbours and bond lengths (Å).
Atoms and positions in Å:
1 C 1.155 -0.161 -1.889  C2 1.503, C5 1.495, H9 1.163, H10 1.057
2 C 0.851 -1.331 -0.996  C1 1.503, C3 1.466, H11 1.140, H12 1.216
3 C -0.427 -2.024 -1.184  C2 1.466, O4 1.220, H13 1.120
4 O -1.455 -1.908 -0.537  C3 1.220
5 C 0.663 1.000 -1.085  C1 1.495, N6 1.459, H14 1.107, H15 1.263
6 N -0.739 1.195 -1.440  C5 1.459, C7 1.531, H16 0.967
7 C -1.369 2.341 -0.644  N6 1.531, C8 1.543, H17 1.187, H18 1.159
8 C -2.887 2.477 -0.890  C7 1.543, H19 0.953, H20 1.169, H21 1.058
9 H 2.297 -0.056 -2.078  C1 1.163
10 H 0.809 -0.303 -2.878  C1 1.057
11 H 1.155 -1.198 0.096  C2 1.140
12 H 1.638 -2.158 -1.415  C2 1.216
13 H -0.520 -2.669 -2.094  C3 1.120
14 H 1.088 1.964 -1.424  C5 1.107
15 H 0.751 0.732 0.145  C5 1.263
16 H -1.272 0.388 -1.401  N6 0.967
17 H -0.722 3.333 -0.561  C7 1.187
18 H -1.220 2.203 0.498  C7 1.159
19 H -3.379 2.013 -0.219  C8 0.953
20 H -3.037 1.986 -1.941  C8 1.169
21 H -3.250 3.469 -0.938  C8 1.058
22 H -0.163 -1.307 2.432  O24 0.974
23 H 0.689 -2.011 3.500  O24 0.957
24 O 0.486 -2.021 2.564  H22 0.974, H23 0.957
25 H -1.079 1.585 -3.565  O27 0.934
26 H -1.094 1.840 -4.968  O27 0.958
27 O -1.213 1.111 -4.358  H25 0.934, H26 0.958
28 H 1.469 1.120 3.712  O30 0.892
29 H 1.951 1.007 2.404  O30 0.931
30 O 1.518 1.609 2.967  H28 0.892, H29 0.931
31 H 2.168 -2.460 1.926  O33 0.967
32 H 2.567 -1.129 1.435  O33 0.955
33 O 2.941 -1.997 1.577  H31 0.967, H32 0.955
34 H -2.053 -3.990 3.102  O36 0.913
35 H -0.462 -3.763 2.945  O36 0.985
36 O -1.231 -4.040 3.495  H34 0.913, H35 0.985
37 H -1.221 -2.440 4.260  O39 0.891
38 H -1.811 -1.076 3.623  O39 1.031
39 O -1.383 -1.577 4.416  H37 0.891, H38 1.031
40 H -2.325 -0.005 1.566  O42 1.000
41 H -1.962 -1.600 1.112  O42 1.116
42 O -1.923 -0.844 1.931  H40 1.000, H41 1.116
43 H 3.880 1.556 -1.798  O45 0.994
44 H 3.841 1.705 -3.282  O45 1.025
45 O 4.332 2.118 -2.482  H43 0.994, H44 1.025
46 H 0.436 3.113 -2.688  O48 1.024
47 H -0.153 4.538 -2.428  O48 1.006
48 O 0.207 3.980 -3.183  H46 1.024, H47 1.006

**Orbital gap**: 9.65 eV
**Energy relative to the best compared isomer or geometry (same formula, charge and spin)**: 562.4 kJ/mol
**E_HOMO**: -0.3644 hartree
**E_LUMO**: -0.26 eV
**Total energy**: -1054.1831 Ha
**Max |F|**: 8.33 eV/Å


Computed, not measured: 11 unconnected molecules or ions with the total composition C42H106O33S8 in a non-equilibrium geometry, with ωB97M-V/def2-TZVPD.

Last columns: bonded neighbours and bond lengths (Å).
Atoms and positions in Å:
1 O 4.475 -4.497 -4.528  S2 1.461
2 S 3.386 -5.278 -5.108  O1 1.461, O3 1.474, O4 1.672, C7 1.871
3 O 2.880 -4.981 -6.460  S2 1.474
4 O 3.931 -6.858 -5.042  S2 1.672, C5 1.441
5 C 3.169 -7.975 -5.538  O4 1.441, C6 1.551, H8 1.090, H9 1.090
6 C 3.513 -8.176 -7.037  C5 1.551, H10 1.090, H11 1.090, H12 1.090
7 C 1.965 -5.438 -3.902  S2 1.871, H13 1.090, H14 1.090, H15 1.090
8 H 2.085 -7.906 -5.438  C5 1.090
9 H 3.443 -8.927 -5.082  C5 1.090
10 H 2.952 -9.010 -7.460  C6 1.090
11 H 4.555 -8.422 -7.240  C6 1.090
12 H 3.134 -7.322 -7.599  C6 1.090
13 H 2.223 -6.104 -3.079  C7 1.090
14 H 1.027 -5.705 -4.389  C7 1.090
15 H 1.942 -4.431 -3.485  C7 1.090
16 O 1.739 12.786 -3.770  S17 1.467
17 S 1.829 12.074 -5.050  O16 1.467, O18 1.450, O19 1.627, C22 1.880
18 O 3.045 12.177 -5.833  S17 1.450
19 O 1.385 10.545 -4.716  S17 1.627, C20 1.423
20 C 2.180 9.794 -3.807  O19 1.423, C21 1.528, H23 1.090, H24 1.090
21 C 1.363 9.248 -2.637  C20 1.528, H25 1.090, H26 1.090, H27 1.090
22 C 0.429 12.498 -6.230  S17 1.880, H28 1.090, H29 1.090, H30 1.090
23 H 3.008 10.346 -3.360  C20 1.090
24 H 2.536 8.956 -4.405  C20 1.090
25 H 0.589 8.576 -3.007  C21 1.090
26 H 0.899 10.055 -2.070  C21 1.090
27 H 1.946 8.685 -1.908  C21 1.090
28 H 0.196 11.593 -6.791  C22 1.090
29 H 0.709 13.347 -6.853  C22 1.090
30 H -0.405 12.777 -5.585  C22 1.090
31 O -10.634 -3.425 5.489  S32 1.448
32 S -11.431 -4.623 5.322  O31 1.448, O33 1.464, O34 1.703, C37 1.871
33 O -12.725 -4.604 4.636  S32 1.464
34 O -10.479 -5.835 4.599  S32 1.703, C35 1.419
35 C -9.133 -6.005 5.016  O34 1.419, C36 1.534, H38 1.090, H39 1.090
36 C -8.392 -6.868 3.988  C35 1.534, H40 1.090, H41 1.090, H42 1.090
37 C -11.544 -5.429 7.007  S32 1.871, H43 1.090, H44 1.090, H45 1.090
38 H -9.058 -6.367 6.041  C35 1.090
39 H -8.566 -5.081 5.134  C35 1.090
40 H -7.315 -6.992 4.098  C36 1.090
41 H -8.641 -6.457 3.009  C36 1.090
42 H -8.906 -7.816 3.830  C36 1.090
43 H -11.994 -6.419 6.936  C37 1.090
44 H -12.238 -4.915 7.672  C37 1.090
45 H -10.533 -5.384 7.413  C37 1.090
46 O -2.523 6.952 5.741  S47 1.481
47 S -3.648 6.807 4.790  O46 1.481, O48 1.495, O49 1.641, C52 1.852
48 O -3.353 7.070 3.348  S47 1.495
49 O -4.256 5.289 4.923  S47 1.641, C50 1.441
50 C -4.760 4.914 6.219  O49 1.441, C51 1.497, H53 1.090, H54 1.090
51 C -4.347 3.497 6.464  C50 1.497, H55 1.090, H56 1.090, H57 1.090
52 C -5.058 7.904 5.278  S47 1.852, H58 1.090, H59 1.090, H60 1.090
53 H -5.836 4.985 6.381  C50 1.090
54 H -4.286 5.544 6.973  C50 1.090
55 H -3.276 3.456 6.269  C51 1.090
56 H -4.864 2.785 5.820  C51 1.090
57 H -4.511 3.145 7.483  C51 1.090
58 H -4.625 8.900 5.364  C52 1.090
59 H -5.408 7.528 6.239  C52 1.090
60 H -5.844 7.924 4.522  C52 1.090
61 O 10.398 4.025 -9.197  S62 1.458
62 S 10.904 2.658 -9.208  O61 1.458, O63 1.479, O64 1.638, C67 1.810
63 O 12.243 2.318 -8.680  S62 1.479
64 O 9.802 1.819 -8.333  S62 1.638, C65 1.400
65 C 8.437 2.002 -8.577  O64 1.400, C66 1.524, H68 1.090, H69 1.090
66 C 7.600 1.063 -7.717  C65 1.524, H70 1.090, H71 1.090, H72 1.090
67 C 10.661 1.815 -10.791  S62 1.810, H73 1.090, H74 1.090, H75 1.090
68 H 8.298 1.768 -9.633  C65 1.090
69 H 8.070 3.027 -8.523  C65 1.090
70 H 6.580 0.968 -8.091  C66 1.090
71 H 7.593 1.436 -6.693  C66 1.090
72 H 8.150 0.126 -7.630  C66 1.090
73 H 9.652 1.966 -11.175  C67 1.090
74 H 10.809 0.785 -10.468  C67 1.090
75 H 11.350 2.226 -11.529  C67 1.090
76 O 5.801 5.024 2.831  S77 1.472
77 S 6.763 5.967 3.424  O76 1.472, O78 1.456, O79 1.641, C82 1.940
78 O 8.104 6.201 2.908  S77 1.456
79 O 6.041 7.428 3.606  S77 1.641, C80 1.421
80 C 4.899 7.524 4.447  O79 1.421, C81 1.505, H83 1.090, H84 1.090
81 C 4.126 8.738 4.008  C80 1.505, H85 1.090, H86 1.090, H87 1.090
82 C 7.052 5.594 5.305  S77 1.940, H88 1.090, H89 1.090, H90 1.090
83 H 5.247 7.649 5.472  C80 1.090
84 H 4.190 6.696 4.449  C80 1.090
85 H 3.798 8.703 2.969  C81 1.090
86 H 4.727 9.637 4.143  C81 1.090
87 H 3.263 8.855 4.662  C81 1.090
88 H 6.168 5.188 5.797  C82 1.090
89 H 7.395 6.511 5.785  C82 1.090
90 H 7.863 4.866 5.326  C82 1.090
91 O -2.336 -10.685 -4.260  S92 1.448
92 S -3.593 -10.111 -4.695  O91 1.448, O93 1.429, O94 1.637, C97 1.916
93 O -3.647 -8.915 -5.474  S92 1.429
94 O -4.384 -11.314 -5.473  S92 1.637, C95 1.389
95 C -3.754 -11.881 -6.574  O94 1.389, C96 1.538, H98 1.090, H99 1.090
96 C -4.551 -13.145 -6.936  C95 1.538, H100 1.090, H101 1.090, H102 1.090
97 C -4.653 -9.986 -3.103  S92 1.916, H103 1.090, H104 1.090, H105 1.090
98 H -2.726 -12.144 -6.323  C95 1.090
99 H -3.780 -11.151 -7.383  C95 1.090
100 H -4.133 -13.633 -7.816  C96 1.090
101 H -5.552 -12.845 -7.244  C96 1.090
102 H -4.637 -13.733 -6.022  C96 1.090
103 H -4.278 -9.096 -2.598  C97 1.090
104 H -4.488 -10.933 -2.590  C97 1.090
105 H -5.723 -9.953 -3.309  C97 1.090
106 O 0.633 -5.992 7.876  S107 1.457
107 S 0.067 -5.238 6.764  O106 1.457, O108 1.463, O109 1.680, C112 1.888
108 O -0.308 -3.831 6.904  S107 1.463
109 O 1.218 -5.366 5.548  S107 1.680, C110 1.408
110 C 1.120 -4.439 4.493  O109 1.408, C111 1.534, H113 1.090, H114 1.090
111 C 2.242 -4.632 3.466  C110 1.534, H115 1.090, H116 1.090, H117 1.090
112 C -1.358 -6.201 5.987  S107 1.888, H118 1.090, H119 1.090, H120 1.090
113 H 1.057 -3.387 4.769  C110 1.090
114 H 0.177 -4.596 3.968  C110 1.090
115 H 2.063 -5.556 2.917  C111 1.090
116 H 3.229 -4.474 3.902  C111 1.090
117 H 2.095 -3.790 2.789  C111 1.090
118 H -2.236 -5.853 6.531  C112 1.090
119 H -1.207 -7.268 6.151  C112 1.090
120 H -1.401 -5.865 4.951  C112 1.090
121 C -2.053 -0.565 -9.646  O122 1.379, H130 1.090, H131 1.090, H132 1.090
122 O -3.226 -0.464 -8.929  C121 1.379, C123 1.407
123 C -3.103 0.011 -7.610  O122 1.407, C124 1.495, H133 1.090, H134 1.090
124 C -4.523 0.186 -7.175  C123 1.495, O125 1.474, H135 1.090, H136 1.090
125 O -4.714 1.098 -6.032  C124 1.474, C126 1.399
126 C -6.043 1.148 -5.600  O125 1.399, C127 1.517, H137 1.090, H138 1.090
127 C -6.126 1.872 -4.270  C126 1.517, O128 1.450, H139 1.090, H140 1.090
128 O -6.182 3.318 -4.366  C127 1.450, C129 1.476
129 C -4.986 4.064 -3.929  O128 1.476, H141 1.090, H142 1.090, H143 1.090
130 H -1.522 0.384 -9.577  C121 1.090
131 H -2.258 -0.866 -10.673  C121 1.090
132 H -1.470 -1.423 -9.310  C121 1.090
133 H -2.536 0.938 -7.524  C123 1.090
134 H -2.572 -0.791 -7.098  C123 1.090
135 H -4.897 -0.823 -7.002  C124 1.090
136 H -5.131 0.640 -7.958  C124 1.090
137 H -6.304 0.110 -5.391  C126 1.090
138 H -6.659 1.575 -6.391  C126 1.090
139 H -5.445 1.434 -3.541  C127 1.090
140 H -7.073 1.602 -3.802  C127 1.090
141 H -5.144 5.120 -4.146  C129 1.090
142 H -4.074 3.662 -4.372  C129 1.090
143 H -4.904 3.967 -2.846  C129 1.090
144 C 3.663 4.573 9.694  O145 1.392, H153 1.090, H154 1.090, H155 1.090
145 O 3.957 3.471 8.896  C144 1.392, C146 1.495
146 C 2.863 2.457 8.996  O145 1.495, C147 1.551, H156 1.090, H157 1.090
147 C 3.383 1.224 8.213  C146 1.551, O148 1.446, H158 1.090, H159 1.090
148 O 4.637 0.671 8.673  C147 1.446, C149 1.490
149 C 5.144 -0.365 7.729  O148 1.490, C150 1.550, H160 1.090, H161 1.090
150 C 6.576 -0.752 8.179  C149 1.550, O151 1.459, H162 1.090, H163 1.090
151 O 6.420 -1.642 9.326  C150 1.459, C152 1.426
152 C 7.645 -2.000 9.962  O151 1.426, H164 1.090, H165 1.090, H166 1.090
153 H 3.768 4.209 10.716  C144 1.090
154 H 2.698 5.039 9.493  C144 1.090
155 H 4.399 5.372 9.612  C144 1.090
156 H 1.873 2.761 8.656  C146 1.090
157 H 2.629 2.141 10.013  C146 1.090
158 H 3.473 1.407 7.142  C147 1.090
159 H 2.652 0.416 8.206  C147 1.090
160 H 5.372 0.051 6.748  C149 1.090
161 H 4.465 -1.202 7.571  C149 1.090
162 H 7.117 0.182 8.328  C150 1.090
163 H 7.000 -1.357 7.377  C150 1.090
164 H 8.144 -2.710 9.301  C152 1.090
165 H 7.527 -2.765 10.729  C152 1.090
166 H 8.350 -1.265 10.350  C152 1.090
167 C -2.910 -1.997 -1.038  O168 1.368, H176 1.090, H177 1.090, H178 1.090
168 O -2.876 -2.268 0.303  C167 1.368, C169 1.452
169 C -3.292 -1.118 1.086  O168 1.452, C170 1.627, H179 1.090, H180 1.090
170 C -2.373 0.222 0.996  C169 1.627, O171 1.416, H181 1.090, H182 1.090
171 O -1.062 -0.039 1.463  C170 1.416, C172 1.406
172 C -0.249 1.107 1.520  O171 1.406, C173 1.562, H183 1.090, H184 1.090
173 C 0.115 1.675 0.112  C172 1.562, O174 1.410, H185 1.090, H186 1.090
174 O 0.421 0.645 -0.800  C173 1.410, C175 1.435
175 C 0.467 1.258 -2.097  O174 1.435, H187 1.090, H188 1.090, H189 1.090
176 H -2.274 -1.198 -1.420  C167 1.090
177 H -3.890 -1.736 -1.436  C167 1.090
178 H -2.653 -2.878 -1.625  C167 1.090
179 H -3.271 -1.524 2.097  C169 1.090
180 H -4.319 -0.836 0.851  C169 1.090
181 H -2.962 0.978 1.515  C170 1.090
182 H -2.354 0.530 -0.049  C170 1.090
183 H 0.680 0.789 1.994  C172 1.090
184 H -0.544 1.849 2.262  C172 1.090
185 H 0.866 2.446 0.284  C173 1.090
186 H -0.798 2.245 -0.064  C173 1.090
187 H 0.634 0.482 -2.845  C175 1.090
188 H 1.233 2.019 -2.241  C175 1.090
189 H -0.482 1.759 -2.286  C175 1.090

**Orbital gap**: 9.52 eV
**Energy relative to the best compared isomer or geometry (same formula, charge and spin)**: 807.7 kJ/mol
**E_HOMO**: -0.3498 hartree
**E_LUMO**: 0.01 eV
**Total energy**: -7331.7175 Ha
**Max |F|**: 3.95 eV/Å


Computed, not measured: a single C4H8FNO2 molecule in a non-equilibrium geometry, with ωB97M-V/def2-TZVPD.

Last columns: bonded neighbours and bond lengths (Å).
Atoms and positions in Å:
1 C 0.647 -1.397 -0.195  C2 1.525, H7 1.159, H8 1.152, N13 1.449
2 C 1.022 0.075 -0.336  C1 1.525, C3 1.459, H9 1.106, F16 1.481
3 C 0.271 0.931 0.576  C2 1.459, C4 1.625, H10 1.158, H11 1.124
4 C -1.353 0.980 0.557  C3 1.625, O14 1.461, O15 1.248
5 H -1.425 -1.028 -0.482  N13 1.099
6 H -0.775 -2.443 -1.259  N13 1.143
7 H 1.354 -2.217 -0.607  C1 1.159
8 H 0.465 -1.624 0.920  C1 1.152
9 H 1.183 0.338 -1.398  C2 1.106
10 H 0.712 2.000 0.643  C3 1.158
11 H 0.848 0.486 1.431  C3 1.124
12 H -1.056 2.708 -0.265  O14 1.061
13 N -0.532 -1.350 -1.035  C1 1.449, H5 1.099, H6 1.143
14 O -1.946 2.187 -0.015  C4 1.461, H12 1.061
15 O -1.792 0.041 1.252  C4 1.248
16 F 2.376 0.314 0.212  C2 1.481

**Orbital gap**: 10.31 eV
**Energy relative to the best compared isomer or geometry (same formula, charge and spin)**: 265.6 kJ/mol
**E_HOMO**: -0.3667 hartree
**E_LUMO**: 0.33 eV
**Total energy**: -462.2206 Ha
**Max |F|**: 5.88 eV/Å